Record 1
# C9H16BF3N3O7S

A gas-phase ion, C9H16BF3N3O7S (charge +1) at a distorted geometry (wB97M-V/def2-TZVPD, the OMol25 dataset).

The value obtained for the largest force on an atom is 6.72 eV/Å. As for the charge: +1. As for the multiplicity: 1. Its orbital gap is 7.1785 eV.

Geometry as XYZ:
```
40
Properties=species:S:1:pos:R:3:forces:R:3
C 1.159 2.098 -1.374 -0.412 0.449 0.275
C 0.131 1.374 -0.373 -0.888 2.068 -1.130
O -0.336 0.089 -0.826 -0.646 -0.029 0.982
C -1.494 -0.342 -0.146 1.290 -1.922 -0.622
S -2.935 -0.205 -1.371 -3.107 5.705 -1.716
O -2.577 0.881 -2.345 -0.146 -3.354 2.356
O -4.240 0.053 -0.683 3.359 -1.782 -0.978
C -2.917 -1.850 -2.307 0.581 -2.358 -0.071
F -1.563 -2.115 -2.641 -3.488 0.678 0.447
F -3.764 -1.854 -3.406 2.514 -0.053 3.169
F -3.282 -2.828 -1.331 0.608 2.128 -2.571
N -1.784 0.279 1.173 4.630 1.759 0.435
B -2.429 -0.731 2.115 -3.330 -1.464 2.161
O -1.612 -1.709 2.768 -1.149 1.130 -2.325
O -3.855 -0.685 2.275 4.028 1.069 -0.363
C -0.678 0.970 1.777 -0.667 -0.311 -1.971
N -0.806 1.374 3.079 0.038 -1.164 0.430
N 0.582 1.278 1.042 -3.636 -1.476 -0.114
C 1.454 0.095 1.334 1.702 -0.908 2.081
C 2.900 0.109 0.647 0.182 -1.095 -0.151
C 2.940 -1.067 -0.478 0.566 0.249 0.293
C 3.470 -0.575 -1.894 -1.740 -1.280 -3.994
O 2.824 -0.931 -2.919 1.905 1.372 3.851
O 4.622 0.216 -2.114 -1.842 -0.066 1.620
H 0.597 2.945 -1.917 0.748 -1.517 0.821
H 1.591 1.414 -2.173 -0.489 0.687 1.264
H 1.948 2.628 -0.735 -0.988 -0.969 -1.037
H -0.797 2.065 -0.361 1.474 -0.944 0.091
H -1.374 -1.478 0.032 -0.199 1.554 -0.412
H -1.215 -2.318 2.098 -0.187 0.492 1.028
H -4.135 0.209 1.960 -0.234 -1.073 0.031
H -0.458 0.699 3.785 -0.407 1.007 -0.405
H -1.279 2.248 3.354 0.435 -0.870 -0.305
H 0.942 -0.926 1.163 0.670 1.645 -0.106
H 1.647 0.120 2.474 -0.421 0.116 -1.701
H 3.223 1.122 0.244 -0.653 -1.375 0.528
H 3.683 -0.199 1.433 -1.366 0.718 -1.078
H 1.898 -1.519 -0.671 1.657 0.982 0.039
H 3.552 -1.938 -0.035 -0.623 1.425 -1.043
H 4.369 1.006 -2.654 0.229 -1.220 0.193
```
Positions in Å, forces in eV/Å.

---

Record 2
# C9H16Cl3F2O8PS

2 unconnected molecules or ions with the total composition C9H16Cl3F2O8PS at a distorted geometry (wB97M-V/def2-TZVPD, the OMol25 dataset).

The value obtained for the largest force on an atom is 6.50 eV/Å. As for the multiplicity: 1. Its orbital gap is 10.3287 eV.

Geometry as XYZ:
```
40
Properties=species:S:1:pos:R:3:forces:R:3
C 0.544 -2.504 -3.269 -0.878 -0.055 0.041
C -0.384 -1.344 -3.888 1.056 0.033 -0.096
C -0.049 0.018 -3.119 -1.554 0.274 -1.737
F 0.024 1.050 -4.148 0.188 -1.156 1.704
C -1.264 0.502 -2.146 1.822 1.091 -1.822
F -2.208 1.122 -3.047 1.281 -1.451 2.083
C -0.681 1.605 -1.152 0.109 -0.010 -0.197
C -0.010 1.047 0.186 0.362 0.695 0.450
C 1.493 0.519 0.020 -0.105 -0.051 -0.099
S 2.135 0.192 1.761 -1.897 -3.462 5.162
O 2.770 -1.159 1.897 -0.223 3.888 -1.625
O 0.992 0.246 2.761 2.636 1.005 -3.382
O 3.205 1.414 2.260 -1.673 -0.999 -1.674
O -1.761 -0.696 -1.529 -1.274 1.916 1.089
C -2.835 -0.462 -0.633 -2.799 0.537 -0.817
O -3.793 0.298 -0.790 3.739 -2.289 0.371
P -2.821 -1.492 0.988 0.335 0.858 3.876
O -2.770 -0.491 2.138 -0.274 -2.205 -2.791
O -4.246 -2.398 1.024 2.725 0.965 -0.309
O -1.425 -2.464 1.111 -2.220 1.334 -1.650
H 0.898 -3.176 -4.127 -0.500 0.749 1.596
H 1.444 -2.081 -2.703 -1.148 -0.561 -1.009
H -0.088 -3.070 -2.497 1.099 0.443 -1.201
H -0.103 -1.234 -4.999 -0.328 0.228 1.810
H -1.503 -1.599 -3.887 1.745 0.426 0.297
H 0.963 0.035 -2.604 -1.385 -0.170 -0.578
H 0.145 2.160 -1.737 -1.475 -0.764 0.715
H -1.498 2.360 -0.919 1.001 -1.072 -0.142
H 0.042 1.937 0.918 -0.209 -1.434 -1.092
H -0.596 0.239 0.730 0.608 1.168 -0.712
H 2.213 1.255 -0.465 -0.993 -0.896 0.540
H 1.556 -0.503 -0.504 0.072 1.527 0.963
H 2.666 2.247 2.256 0.469 -0.735 0.260
H -4.479 -2.575 1.962 0.258 0.314 -0.571
H -0.845 -2.353 0.322 -0.537 -0.214 0.595
C 2.477 2.165 5.524 -0.033 -0.076 0.049
Cl 1.066 2.800 4.668 0.103 0.050 0.075
Cl 3.890 3.193 5.243 -0.061 -0.078 -0.019
Cl 2.143 2.026 7.256 0.033 -0.010 -0.173
H 2.693 1.171 5.136 -0.074 0.188 0.021
```
Positions in Å, forces in eV/Å.

---

Record 3
# C9H16FN2Si

2 unconnected molecules or ions with the total composition C9H16FN2Si (wB97M-V/def2-TZVPD, the OMol25 dataset).

The value obtained for the largest force on an atom is 0.93 eV/Å. As for the charge: +1. As for the multiplicity: 1. Its orbital gap is 9.6338 eV.

Geometry as XYZ:
```
29
Properties=species:S:1:pos:R:3:forces:R:3
C 1.094 3.222 -0.254 -0.334 -0.625 -0.368
C 0.021 3.725 -0.455 0.919 -0.114 0.113
C -1.258 4.334 -0.686 -0.433 -0.329 0.193
Si -2.572 3.017 -0.359 -0.062 0.798 -0.314
F -2.103 2.209 0.937 0.035 -0.422 0.182
H 1.911 2.541 -0.215 0.244 0.412 0.271
H -1.303 4.669 -1.719 -0.215 0.273 -0.074
H -1.402 5.162 0.005 -0.090 0.235 -0.087
H -2.653 2.111 -1.520 0.051 -0.182 0.099
H -3.868 3.638 -0.060 -0.071 -0.070 -0.030
C -0.349 -3.907 1.638 0.187 0.073 -0.118
C -0.936 -2.544 1.330 -0.087 -0.152 0.175
N -0.074 -1.738 0.451 0.260 -0.031 -0.077
C -0.491 -0.637 -0.258 -0.381 -0.030 0.107
C 0.581 -0.142 -0.914 0.309 -0.077 -0.073
N 1.648 -0.953 -0.593 0.003 -0.004 0.010
C 1.227 -1.907 0.232 -0.090 0.049 0.002
C 3.025 -0.806 -1.074 0.001 -0.068 0.045
H 0.590 -3.828 2.188 -0.038 -0.012 0.060
H -1.043 -4.466 2.259 -0.042 0.004 0.010
H -0.170 -4.476 0.725 -0.045 -0.024 0.011
H -1.099 -1.975 2.245 0.003 0.039 -0.020
H -1.894 -2.648 0.823 0.003 0.046 -0.047
H -1.519 -0.323 -0.216 0.044 0.137 -0.057
H 0.704 0.699 -1.571 -0.140 0.046 0.020
H 1.845 -2.683 0.647 -0.007 -0.023 0.008
H 3.314 -1.690 -1.636 0.005 0.012 -0.026
H 3.694 -0.669 -0.228 0.010 0.021 -0.005
H 3.079 0.064 -1.720 -0.038 0.019 -0.012
```
Positions in Å, forces in eV/Å.

---

Record 4
# C9H16FNO2P

A gas-phase ion, C9H16FNO2P (charge -1) at a distorted geometry (wB97M-V/def2-TZVPD, the OMol25 dataset).

The value obtained for the largest force on an atom is 3.86 eV/Å. As for the charge: -1. As for the multiplicity: 1. Its orbital gap is 7.1780 eV.

Geometry as XYZ:
```
30
Properties=species:S:1:pos:R:3:forces:R:3
C -1.992 2.737 -0.418 -0.104 0.034 -0.459
C -1.541 1.508 -0.919 0.462 -0.282 1.072
C -0.215 0.812 -0.480 -1.098 0.029 0.248
C 0.232 1.174 0.971 0.284 -0.631 0.312
C -0.509 0.482 2.157 -0.781 0.595 0.239
C -1.926 -0.079 1.861 -0.075 -0.045 0.814
F 0.255 -0.535 2.803 -0.343 0.663 -0.537
N -0.246 -0.621 -0.832 0.940 -1.374 0.049
P 1.014 -1.585 -0.118 -0.109 -0.076 1.652
C 2.700 -1.237 -0.839 0.612 -0.557 -0.675
C 0.629 -3.358 -0.631 0.143 -0.227 -0.971
C 0.878 1.473 -1.470 2.446 2.950 -0.465
O 0.890 1.218 -2.683 -1.439 -1.459 -0.031
O 1.738 2.275 -0.970 -1.556 -1.236 0.725
H -1.880 3.644 -1.062 -1.854 -0.949 -0.131
H -2.513 2.863 0.558 2.154 0.217 0.138
H -2.151 0.943 -1.660 1.568 1.109 -1.094
H 0.136 2.282 1.069 -0.067 -0.923 -0.153
H 1.324 0.975 1.098 -0.872 0.150 -0.197
H -0.642 1.264 2.951 0.182 -0.647 -0.522
H -2.632 0.785 1.773 0.541 -0.733 -0.266
H -2.256 -0.650 2.765 0.271 0.424 -0.583
H -1.990 -0.773 0.999 0.202 0.689 0.346
H -0.231 -0.773 -1.844 -0.200 0.846 0.065
H 3.439 -1.804 -0.210 -0.745 0.352 -0.351
H 2.999 -0.164 -0.765 -0.590 -0.697 -0.119
H 2.849 -1.602 -1.886 -0.147 0.466 0.565
H -0.458 -3.526 -0.807 0.686 0.380 0.179
H 0.934 -4.084 0.162 -0.088 0.793 -0.489
H 1.165 -3.644 -1.574 -0.423 0.138 0.639
```
Positions in Å, forces in eV/Å.